[1]
C14H15NO2 | ωB97M-V/def2-TZVPD

Geometry as XYZ:
```
32
Properties=species:S:1:pos:R:3:forces:R:3
C 2.690 1.009 1.239 -0.3 -0.2 -0.3
O 1.273 1.041 0.914 0.8 0.4 0.0
C 0.531 -0.032 0.651 -0.9 -0.9 -2.9
C -0.938 0.278 0.672 0.2 0.6 0.4
C -1.844 -0.780 0.745 -0.3 0.6 0.5
C -3.193 -0.493 0.982 0.4 0.1 0.1
C -3.626 0.841 1.099 0.1 -0.2 0.0
C -5.100 1.143 1.298 0.1 0.2 0.0
C -2.696 1.889 0.997 0.2 -0.3 -0.1
C -1.354 1.621 0.697 -0.2 -0.4 0.8
H 2.929 2.059 1.453 0.0 -0.4 -0.2
H 2.886 0.412 2.137 -0.2 0.0 -0.1
H 3.308 0.624 0.406 -0.5 0.3 0.3
H 0.804 -0.988 1.093 0.3 0.2 0.3
H -1.451 -1.794 0.669 -0.3 0.2 0.1
H -3.895 -1.302 1.211 0.2 0.3 -0.5
H -5.236 2.235 1.334 -0.1 -0.4 0.1
H -5.681 0.763 0.441 0.2 0.1 0.4
H -5.503 0.691 2.222 0.2 0.2 -0.4
H -3.010 2.904 1.270 0.1 -0.3 -0.6
H -0.611 2.428 0.598 -0.5 -0.5 0.2
O 0.547 -0.484 -0.972 0.8 0.6 2.0
C 1.744 -0.909 -1.433 0.1 -0.2 -0.8
C 2.292 -2.167 -1.103 0.5 0.0 -0.1
C 3.452 -2.592 -1.780 -0.5 0.6 -0.1
N 4.045 -1.852 -2.727 0.1 -0.1 0.0
C 3.526 -0.658 -3.051 -0.4 -0.4 0.3
C 2.376 -0.144 -2.437 0.6 -0.2 -0.2
H 1.835 -2.838 -0.362 0.1 0.5 -0.4
H 3.893 -3.591 -1.595 -0.3 0.7 0.0
H 4.034 -0.128 -3.880 -0.4 -0.2 0.6
H 1.973 0.813 -2.788 0.0 -0.5 0.4
```
Forces are in eV/Å.

HOMO-LUMO gap   0.354 Eh
Total charge   0
Largest force on an atom   0.061 Eh/bohr
ΔE to the lowest compared entry with this formula, charge and spin   0.869 eV
2S+1   1

Charge distribution, natural (NBO) scheme, values in e: -0.251 -0.514 0.389 0.008 -0.198 -0.216 -0.012 -0.630 -0.218 -0.199 0.206 0.184 0.202 0.174 0.215 0.213 0.214 0.223 0.219 0.212 0.230 -0.600 0.327 -0.335 0.043 -0.454 0.040 -0.312 0.219 0.196 0.196 0.230

[2]
C14H15NO2S | ωB97M-V/def2-TZVPD

Geometry as XYZ:
```
33
Properties=species:S:1:pos:R:3:forces:R:3
O -1.503 -4.510 -1.150 0.1 -2.3 -1.1
O -0.875 -2.313 2.817 0.6 2.5 3.2
S -2.413 -5.435 1.161 -0.4 0.4 0.5
C -1.440 -4.479 0.053 -0.4 3.6 -1.4
C -1.351 -3.098 2.081 1.7 -2.4 -4.1
C -0.913 -3.222 0.607 -1.0 0.2 3.7
C -0.402 -2.094 -0.015 0.9 1.3 1.2
C 1.010 5.102 -1.220 -0.7 0.8 -0.9
C 0.912 4.186 -2.253 -0.3 -0.2 0.1
C 1.314 4.682 0.014 1.2 0.0 3.2
C 1.065 2.826 -2.041 0.0 1.2 3.1
C 1.493 3.341 0.310 -0.7 0.5 -2.1
C 1.283 2.411 -0.676 -0.1 -1.2 -1.5
N -0.030 -0.991 0.772 0.2 -1.1 1.3
C -2.263 -4.176 2.522 1.1 -3.3 0.3
C -0.124 -1.985 -1.479 -1.7 -0.8 -0.1
C 1.282 0.944 -0.237 -0.1 1.0 1.0
C -0.045 0.467 0.466 0.7 -0.2 -0.3
H 0.710 6.133 -1.338 0.3 0.1 -0.4
H 0.560 4.582 -3.173 0.0 0.0 -1.0
H 1.470 5.364 0.865 -0.3 0.0 -0.7
H 0.885 2.156 -2.819 -0.1 -1.2 -1.0
H 1.742 2.982 1.247 0.4 -0.3 1.9
H 0.113 -1.228 1.803 -0.8 0.4 -2.1
H -3.121 -3.779 2.954 -2.2 0.7 -0.1
H -1.940 -4.863 3.351 0.7 1.3 -0.5
H 0.730 -1.410 -1.662 0.9 1.5 -0.1
H 0.206 -2.961 -1.851 -1.0 0.0 -0.2
H -1.056 -1.558 -1.963 1.2 -0.7 0.0
H 1.662 0.337 -1.015 -0.2 -0.9 -1.0
H 2.041 0.851 0.545 0.1 0.0 0.0
H -0.047 1.045 1.461 -0.5 -1.0 -1.5
H -0.950 0.691 -0.137 0.5 0.1 0.4
```
Forces are in eV/Å.

HOMO-LUMO gap   0.323 Eh
Total charge   0
Largest force on an atom   0.098 Eh/bohr
ΔE to the lowest compared entry with this formula, charge and spin   2.660 eV
2S+1   1

Charge distribution, natural (NBO) scheme, values in e: -0.570 -0.572 0.227 0.378 0.572 -0.391 0.381 -0.235 -0.191 -0.178 -0.221 -0.236 0.014 -0.609 -0.611 -0.679 -0.435 -0.201 0.215 0.210 0.208 0.212 0.204 0.446 0.248 0.253 0.218 0.263 0.243 0.211 0.206 0.217 0.203

[3]
C14H16 | ωB97M-V/def2-TZVPD

Geometry as XYZ:
```
30
Properties=species:S:1:pos:R:3:forces:R:3
C -0.930 1.821 1.704 -1.3 1.7 0.1
C 2.956 0.349 2.059 2.2 -2.6 1.6
C 2.556 1.291 3.021 2.6 -0.7 0.6
C 2.128 -0.304 1.141 -0.8 1.6 0.2
C 1.374 1.847 2.804 -3.8 1.2 0.0
C 0.748 0.155 1.123 3.1 -0.9 -0.3
C 0.441 1.242 1.926 -1.0 -0.9 -1.2
H 3.964 -0.127 2.324 -1.2 0.7 -1.0
H 3.172 1.547 3.950 -0.6 -0.2 -1.8
H 2.578 -1.022 0.413 -0.8 0.5 0.8
H 1.024 2.731 3.357 0.1 -0.5 0.0
H 0.082 -0.316 0.398 -0.3 0.3 0.3
H -1.776 1.579 2.397 1.2 0.1 0.3
H -1.510 1.635 0.752 1.6 0.0 0.5
H -0.675 2.906 1.793 -1.1 -0.4 -0.2
C -1.292 1.151 -2.137 2.5 1.4 -1.5
C -0.304 -1.021 -2.800 -0.6 0.1 0.3
C -1.200 -0.273 -2.039 -1.7 -3.1 2.0
C -0.061 -2.368 -2.475 2.1 0.2 -1.8
C -2.020 -1.042 -1.192 -1.7 1.0 0.1
C -0.934 -3.080 -1.678 4.2 -0.8 -1.5
C -1.978 -2.454 -1.119 -0.6 1.3 -0.1
H 0.334 -0.548 -3.480 1.0 0.9 -0.9
H 0.942 -2.627 -3.033 -2.0 -0.8 1.5
H -1.440 1.403 -3.186 -0.9 0.4 -0.2
H -0.280 1.574 -2.026 0.2 -0.1 0.2
H -2.954 -0.693 -0.671 1.2 0.7 -0.4
H -0.517 -4.018 -1.377 -0.5 -1.1 0.2
H -2.598 -3.030 -0.524 -1.5 -0.6 1.3
H -1.830 1.691 -1.425 -1.6 0.6 0.8
```
Forces are in eV/Å.

HOMO-LUMO gap (spin up / spin down)   0.084 / 0.264 Eh
Total charge   -1
Largest force on an atom   0.088 Eh/bohr
ΔE to the lowest compared entry with this formula, charge and spin   2.243 eV
2S+1   2

Charge distribution, natural (NBO) scheme, values in e: -0.645 -0.243 -0.226 -0.205 -0.228 -0.193 -0.041 0.191 0.207 0.226 0.196 0.259 0.212 0.238 0.198 -0.640 -0.444 -0.065 -0.300 -0.304 -0.287 -0.386 0.172 0.175 0.197 0.197 0.177 0.179 0.180 0.203

[4]
C14H16 | ωB97M-V/def2-TZVPD

Geometry as XYZ:
```
30
Properties=species:S:1:pos:R:3:forces:R:3
C 2.302 -0.160 3.325 -5.5 -1.1 -3.0
C -0.343 -0.476 0.481 0.1 0.8 0.6
C 1.045 -0.368 2.664 2.5 0.9 0.4
C 0.750 -0.050 1.182 0.1 0.1 -0.3
C -0.755 0.525 -3.682 1.1 -0.7 1.4
C -1.918 0.363 -2.928 0.8 -0.4 0.4
C 0.516 0.342 -3.100 -1.3 0.5 0.8
C -0.606 -0.093 -0.949 1.5 -0.1 -0.5
C -1.891 0.038 -1.556 2.6 0.7 -0.2
C 0.592 0.112 -1.744 -0.9 0.1 0.7
C -0.088 -1.012 3.450 1.2 1.2 1.7
C -3.092 0.052 -0.702 -0.2 1.3 -0.5
C 1.705 0.834 0.356 1.1 -2.8 0.0
C 1.963 0.204 -1.097 -0.4 -0.6 1.8
H 3.127 0.156 2.758 1.1 0.4 -0.1
H 2.285 -0.525 4.320 0.7 0.1 0.8
H -1.091 -1.062 0.993 -0.2 -0.2 0.0
H -0.696 0.840 -4.681 -0.8 0.2 -1.4
H -2.875 0.424 -3.393 -0.6 0.4 -0.4
H 1.463 0.540 -3.575 -0.1 0.0 -0.7
H -1.016 -0.411 3.470 0.3 -0.4 -0.4
H -0.204 -1.987 3.018 -0.6 -0.6 0.1
H 0.246 -1.070 4.556 -0.6 -0.3 -1.8
H -3.011 0.810 0.122 -0.5 -0.7 -0.9
H -3.250 -0.896 -0.345 0.1 -2.4 1.9
H -3.971 0.063 -1.332 -0.4 1.2 -0.1
H 2.595 1.018 0.964 0.1 0.0 -0.5
H 1.249 1.746 0.143 -0.9 1.8 -0.1
H 2.612 0.919 -1.660 -0.4 -0.9 0.3
H 2.356 -0.875 -1.056 0.0 1.7 0.1
```
Forces are in eV/Å.

HOMO-LUMO gap   0.302 Eh
Total charge   0
Largest force on an atom   0.123 Eh/bohr
ΔE to the lowest compared entry with this formula, charge and spin   2.041 eV
2S+1   1

Charge distribution, natural (NBO) scheme, values in e: -0.414 -0.213 0.024 -0.004 -0.193 -0.228 -0.221 -0.081 0.022 0.025 -0.653 -0.646 -0.426 -0.419 0.200 0.202 0.208 0.210 0.207 0.207 0.222 0.223 0.213 0.231 0.219 0.220 0.210 0.213 0.220 0.222